A single C17H20N4O3S molecule at a distorted geometry. Source: the OMol25 dataset; level of theory: ωB97M-V/def2-TZVPD.

Results
HOMO-LUMO gap, eV: 8.6
HOMO level, eV: -8.02
E_LUMO, eV: 0.6
Electronic energy, eV: -40893.4761
Total charge: 0
SMILES string: CCOCCn1c(SCc2ccccc2)nc2c1c(=O)[nH]c(=O)n2C

Atoms and positions in Å:
C1 -0.86 -3.42 1.83
C2 -0.11 -3.58 0.52
O1 1.13 -2.91 0.64
C3 1.93 -2.93 -0.51
C4 1.54 -1.85 -1.54
N1 1.60 -0.55 -0.94
C5 0.59 0.17 -0.40
N2 0.99 1.29 0.18
C6 2.33 1.29 0.03
C7 2.75 0.16 -0.65
C8 4.13 -0.09 -0.95
O2 4.62 -1.03 -1.53
N3 4.91 0.95 -0.45
C9 4.55 2.10 0.24
O3 5.37 2.91 0.60
N4 3.20 2.25 0.47
C10 2.70 3.41 1.18
H1 3.56 4.00 1.48
H2 2.05 3.99 0.53
H3 2.14 3.09 2.06
H4 5.91 0.87 -0.61
S1 -1.07 -0.31 -0.52
C11 -1.84 1.08 0.40
C12 -3.27 1.21 0.01
C13 -3.62 1.92 -1.13
C14 -4.95 2.03 -1.50
C15 -5.94 1.44 -0.74
C16 -5.60 0.74 0.40
C17 -4.27 0.62 0.78
H5 -4.01 0.06 1.66
H6 -6.37 0.27 1.01
H7 -6.98 1.53 -1.02
H8 -5.21 2.58 -2.40
H9 -2.85 2.37 -1.73
H10 -1.72 0.85 1.46
H11 -1.25 1.96 0.14
H12 2.26 -1.88 -2.37
H13 0.53 -2.01 -1.91
H14 1.91 -3.91 -1.00
H15 2.95 -2.73 -0.17
H16 -0.70 -3.16 -0.30
H17 0.08 -4.65 0.31
H18 -1.05 -2.37 2.02
H19 -0.27 -3.82 2.65
H20 -1.81 -3.95 1.78